(1)
21
Properties=species:S:1:pos:R:3 method="wB97M-V/def2-TZVPD" gap_ev="8.735 / 8.726" energy_ev=-15727.0946 total_charge=+1 e_homo_ev="-13.2 / -13.2" e_above_lowest_ev=4.843
C 3.184 -0.927 -0.191
C 2.066 -1.077 -0.802
C -2.021 1.709 0.376
C -1.561 -1.095 -1.006
C -0.192 -0.219 1.774
C 0.526 0.886 -0.830
P -0.818 0.255 0.053
H 3.950 -1.596 -0.281
H 3.357 -0.111 0.607
H 1.707 -1.648 -1.600
H -2.969 1.611 0.983
H -2.248 2.263 -0.552
H -1.484 2.200 1.176
H -2.577 -1.376 -0.535
H -0.866 -1.961 -1.048
H -1.546 -0.900 -2.066
H 0.470 0.681 1.934
H 0.437 -1.065 1.827
H -1.081 -0.327 2.424
H 0.547 1.033 -1.885
H 1.120 1.662 -0.358


(2)
21
Properties=species:S:1:pos:R:3 method="wB97M-V/def2-TZVPD" gap_ev=8.289 energy_ev=-17279.7957 e_homo_ev=-7.5 e_above_lowest_ev=3.652
C -1.226 0.689 0.401
C 0.049 -0.320 -1.657
C 2.411 -0.409 1.589
C -2.169 1.919 -1.902
C 1.577 -1.489 0.895
C 0.614 -2.179 1.474
S -1.524 0.197 -1.290
H -0.599 1.657 0.458
H -0.582 -0.229 0.707
H 0.714 0.547 -1.663
H -0.007 -0.768 -2.671
H 2.629 -0.573 2.622
H 3.286 -0.288 1.004
H 1.817 0.518 1.633
H -2.921 1.614 -2.737
H -2.622 2.316 -0.942
H -1.268 2.428 -2.360
H 1.760 -1.360 -0.119
H -2.157 0.744 1.056
H -0.248 -2.779 0.953
H 0.466 -2.235 2.547


(3)
22
Properties=species:S:1:pos:R:3 method="wB97M-V/def2-TZVPD" gap_ev=8.896 energy_ev=-28117.8541 smiles=CCCSSCCC e_homo_ev=-8.0 e_above_lowest_ev=1.849
C -1.883 -2.934 -1.441
C -0.624 -3.160 -0.577
C 0.345 -2.031 -0.858
S -0.177 -0.507 0.130
S 1.487 0.637 0.204
C 0.632 2.133 -0.257
C 0.289 3.014 0.885
C 1.181 3.006 2.167
H -2.674 -3.761 -1.275
H -1.542 -2.953 -2.603
H -2.289 -1.918 -1.117
H -0.202 -4.134 -0.848
H -0.872 -3.289 0.611
H 0.481 -1.978 -1.937
H 1.322 -2.394 -0.740
H -0.273 1.758 -0.783
H 1.369 2.577 -0.968
H 0.024 4.023 0.727
H -0.730 2.572 1.249
H 2.157 3.425 1.810
H 1.208 2.136 2.858
H 0.769 3.778 2.764


(4)
31
Properties=species:S:1:pos:R:3 method="wB97M-V/def2-TZVPD" gap_ev=5.681 energy_ev=-28996.5261 total_charge=-1 e_homo_ev=-3.3 e_above_lowest_ev=4.720
N -3.699 -1.517 0.224
C -3.060 -1.872 -1.102
C -1.615 -1.031 -1.143
C -0.369 -1.982 -1.642
B 0.993 -1.376 -0.873
O 2.038 -2.330 -0.454
B 2.922 -1.663 0.541
I 3.552 -2.556 2.447
O 3.383 -0.270 0.221
B 2.101 0.511 0.222
C 2.027 1.768 1.292
C 1.322 3.126 0.693
C -0.322 3.131 0.845
O -0.875 3.269 -0.511
O 1.029 0.095 -0.706
H -4.325 -0.684 0.167
H -4.147 -2.333 0.694
H -3.656 -1.491 -2.049
H -2.839 -3.023 -1.244
H -1.397 -0.669 -0.031
H -1.742 -0.054 -1.786
H -0.498 -3.123 -1.400
H -0.198 -1.822 -2.800
H 1.511 1.475 2.324
H 3.146 2.069 1.569
H 1.658 3.316 -0.424
H 1.708 4.045 1.344
H -0.679 3.992 1.568
H -0.610 2.070 1.306
H -0.727 4.240 -0.782
F 3.369 -5.309 1.491


(5)
30
Properties=species:S:1:pos:R:3 method="wB97M-V/def2-TZVPD" gap_ev=8.820 energy_ev=-38996.3436 smiles="CC(=O)OCP(S)B(O)O.CNC(C)=O" e_homo_ev=-8.5
C -2.431 3.178 -1.635
C -2.057 2.382 -2.852
O -2.725 1.466 -3.269
O -0.920 2.820 -3.464
C -0.134 1.801 -4.067
P 1.176 1.134 -2.912
S 1.509 -0.824 -3.628
B 0.341 0.820 -1.208
O 0.199 1.824 -0.285
O -0.080 -0.430 -0.901
H -1.695 3.938 -1.413
H -2.543 2.517 -0.788
H -3.372 3.669 -1.857
H -0.732 0.997 -4.483
H 0.395 2.260 -4.893
H 2.302 -0.500 -4.658
H 0.961 2.404 -0.254
H -0.252 -0.503 0.045
C 1.771 -3.539 3.025
N 0.482 -2.934 2.742
C -0.129 -1.905 3.387
C 0.597 -1.285 4.557
O -1.222 -1.510 3.018
H 2.425 -3.449 2.156
H 1.645 -4.598 3.252
H 2.246 -3.055 3.871
H -0.058 -3.301 1.974
H -0.019 -0.486 4.957
H 0.768 -2.023 5.341
H 1.554 -0.868 4.242


(6)
30
Properties=species:S:1:pos:R:3 method="wB97M-V/def2-TZVPD" gap_ev=5.396 energy_ev=-31752.3099 total_charge=-1 e_homo_ev=-3.4 e_above_lowest_ev=0.000
C 0.975 0.816 1.457
N 0.311 -0.484 1.424
C -1.032 -0.478 0.821
C -2.085 0.260 1.638
C -3.170 0.954 0.784
O -4.343 0.896 1.525
B -4.026 0.188 2.819
O -2.800 -0.598 2.472
H 0.237 1.616 1.384
H 1.683 0.963 0.630
H 1.510 0.963 2.400
H 0.883 -1.131 0.900
H -1.377 -1.514 0.776
H -0.995 -0.078 -0.204
H -1.592 1.037 2.250
H -2.866 1.991 0.549
H -3.282 0.444 -0.191
H -4.947 -0.550 3.154
H -3.751 1.022 3.716
C 3.846 -0.141 -2.507
C 3.319 -1.546 -2.279
O 1.921 -1.338 -2.043
S 1.379 -0.097 -2.891
O 0.745 -0.541 -4.080
O 0.730 0.786 -1.994
O 2.821 0.471 -3.301
H 3.961 0.408 -1.571
H 4.765 -0.110 -3.086
H 3.725 -2.026 -1.393
H 3.453 -2.180 -3.157